(1)
Here is an isolated molecule of C4H9NO2 from OMol25. Energies are from ωB97M-V/def2-TZVPD.

```
16
Properties=species:S:1:pos:R:3:forces:R:3:mulliken_charge:R:1
C 1.695 -0.211 -1.462 -0.01 -0.04 -0.07 -0.6660
N 1.906 0.164 -0.076 -0.36 0.29 0.32 -0.4206
C 1.260 0.551 0.928 0.31 -0.03 0.01 0.0456
O -0.038 0.811 1.293 0.11 0.00 -0.17 -0.3803
C -1.131 0.831 0.382 -0.07 -0.07 -0.24 -0.3858
C -1.878 -0.487 0.510 -0.16 0.25 -0.02 -0.3466
O -1.047 -1.546 0.087 0.17 -0.16 0.11 -0.5234
H 2.539 -0.863 -1.707 -0.25 -0.05 -0.09 0.2834
H 0.762 -0.736 -1.731 0.17 0.30 0.35 0.2662
H 1.824 0.661 -2.121 -0.22 -0.09 0.31 0.2861
H 1.801 0.754 1.851 0.28 -0.08 -0.08 0.3548
H -1.759 1.685 0.668 0.13 -0.21 -0.11 0.3199
H -0.738 0.974 -0.629 -0.25 -0.04 -0.02 0.2548
H -2.209 -0.625 1.555 0.14 0.07 -0.25 0.2617
H -2.772 -0.497 -0.124 0.22 0.04 0.05 0.3316
H -0.215 -1.467 0.577 -0.20 -0.18 -0.10 0.3186
```
Positions in Å, forces in eV/Å.

Computed properties:
- Orbital gap: 10.3 eV
- Energy relative to the best compared isomer or geometry (same formula, charge and spin): 60.3 kcal per mole
- SMILES string: C/N=C\OCCO
- Electronic energy: -362.98940 hartree
- Highest occupied orbital energy: -9.38 eV
- Total charge: 0

=====

(2)
Here is a cluster of 2 separate species, C4H8BrNO in total in a non-equilibrium geometry from OMol25. Energies are from ωB97M-V/def2-TZVPD.

```
15
Properties=species:S:1:pos:R:3:forces:R:3:mulliken_charge:R:1
C 0.090 -0.626 -0.614 -1.27 -2.69 0.97 0.9286
C -0.197 -1.737 -1.564 -0.26 -1.43 -0.58 -1.0466
C 0.706 0.506 -1.143 1.63 3.71 -2.08 -0.6885
C 0.009 1.183 2.269 -2.14 -0.40 -1.29 -0.1396
N -0.204 -0.802 0.570 -0.52 0.21 1.94 -0.6039
O -0.942 0.646 3.013 1.38 -0.09 1.90 -0.4290
Br -0.440 2.855 1.429 0.26 -0.06 0.25 -0.2015
H 0.783 -2.278 -1.552 -1.04 -0.19 -0.45 0.2505
H -0.399 -1.344 -2.569 0.25 -0.13 0.17 0.3242
H -1.087 -2.384 -1.301 1.35 0.59 0.07 0.3304
H 0.546 1.375 -0.488 0.11 -0.23 -0.51 -0.0100
H 0.205 0.624 -2.128 0.55 0.72 0.43 0.2945
H 1.800 0.445 -1.343 -0.70 -0.34 0.16 0.2359
H 0.923 1.063 2.750 1.74 0.35 0.40 0.4031
H -1.792 0.475 2.672 -1.33 -0.04 -1.37 0.3519
```
Positions in Å, forces in eV/Å.

Computed properties:
- Orbital gap (spin up / spin down): 8.1 / 9.6 eV
- Energy relative to the best compared isomer or geometry (same formula, charge and spin): 99.7 kcal per mole
- Electronic energy: -2861.07008 hartree
- Highest occupied orbital energy (spin up / spin down): -7.70 / -9.02 eV
- Total charge: 0